(1)
Here is C26H24HgN9O3S as an isolated structure from the OMol25 dataset. Energies are from ωB97M-V/def2-TZVPD.

Summary:
DFT total energy	-2275.36817	hartree
gap between HOMO and LUMO (alpha / beta)	5.3 / 8.4	eV
E_LUMO (alpha / beta)	0.0121 / 0.0097	Eh
2S+1	2
total charge	0

Last column: Mulliken charge in e.
Atoms and positions in Å:
1 H 3.073 4.716 -0.431  0.42
2 H -4.996 3.736 0.399  0.42
3 C 1.073 2.370 -1.407  0.40
4 H 5.010 -0.487 -0.880  0.49
5 N 4.562 -0.550 3.664  -0.61
6 H -5.213 -1.626 -2.718  0.19
7 H 4.088 -0.042 4.394  0.24
8 H 0.263 -3.707 -2.481  0.40
9 C -3.728 2.101 0.873  -1.11
10 C -0.170 4.242 -1.132  -0.05
11 N 1.074 1.040 -1.727  -0.49
12 O 1.852 -1.187 -2.149  -0.51
13 C 4.071 -0.317 2.380  0.96
14 H 1.215 0.560 0.783  0.12
15 H -2.273 -2.649 -1.054  0.17
16 C 2.747 0.080 2.190  -0.77
17 C 2.083 -4.035 0.339  -0.56
18 C 4.880 -0.526 1.261  -0.93
19 Hg -0.695 -0.266 -1.570  1.81
20 C -0.764 -1.725 2.716  -0.73
21 N -0.155 -2.793 -0.692  -0.05
22 O 3.420 0.644 -2.692  -0.71
23 C 0.202 -2.587 0.580  0.59
24 C 0.954 4.951 -0.735  -0.77
25 H 0.906 5.992 -0.454  0.37
26 N -3.162 -2.544 -1.536  -0.27
27 O -2.104 -1.291 -3.106  -0.75
28 H 2.273 -4.899 -1.630  0.41
29 C -0.657 -1.646 1.348  0.42
30 C 1.701 -4.258 -0.975  -0.70
31 H -2.909 0.867 3.129  0.35
32 C 2.141 4.241 -0.720  -0.19
33 C -2.279 0.146 2.630  -0.94
34 H 1.633 -2.959 2.142  0.26
35 C -3.159 -1.730 -2.606  0.62
36 C -2.866 1.086 0.373  0.74
37 H -4.565 3.532 -2.086  0.41
38 H -4.333 -0.706 -3.871  0.26
39 H -1.147 4.715 -1.179  0.43
40 C -4.108 2.860 -1.374  -1.01
41 H 2.104 0.253 3.045  0.32
42 C -2.168 0.165 1.212  0.10
43 H -3.899 2.197 1.935  0.34
44 S 2.395 0.126 -1.835  1.08
45 C -1.597 -0.778 3.364  -1.08
46 C 0.581 -3.604 -1.450  -0.42
47 C 3.053 0.027 -0.192  0.36
48 C 2.244 0.245 0.912  -0.18
49 H 2.974 -4.500 0.740  0.42
50 N -0.128 2.965 -1.475  -0.28
51 C 1.329 -3.188 1.130  -0.98
52 H -3.009 1.757 -2.845  0.49
53 H -1.695 -0.794 4.442  0.42
54 H -0.255 -2.496 3.274  0.56
55 H 5.914 -0.822 1.396  0.32
56 C -3.255 1.867 -1.793  -0.31
57 H -4.004 -2.666 -1.002  0.25
58 N -2.667 0.993 -0.975  0.25
59 N -1.325 -0.741 0.612  0.77
60 N -4.348 -1.453 -3.198  -0.44
61 H 5.563 -0.480 3.753  0.24
62 C -4.341 2.966 0.012  -0.43
63 C 4.376 -0.345 -0.015  -0.70
64 N 2.219 2.957 -1.043  -0.43

(2)
Here is a 2-piece molecular cluster, C26H24N2O7 overall at a distorted geometry from the OMol25 dataset. Energies are from ωB97M-V/def2-TZVPD.

Summary:
SMILES	O=C1c2cccc(O)c2C(=O)c2c(O)cc(O)cc21.CNC(=O)[C@H](Cc1ccccc1)NC(C)=O
DFT total energy	-1641.44843	hartree
gap between HOMO and LUMO	7.4	eV
E_LUMO	-0.0549	Eh
total charge	0

Last column: Mulliken charge in e.
Atoms and positions in Å:
1 C 2.952 -0.865 -3.307  0.21
2 H -0.215 4.169 2.902  0.35
3 H 2.840 -0.421 2.092  0.39
4 O -0.524 4.717 2.143  -0.71
5 H -4.847 2.546 0.156  0.40
6 C -1.970 -0.754 5.601  -0.63
7 H 3.345 -1.595 -5.147  0.27
8 C -3.122 -1.320 5.058  -0.50
9 C 1.939 -3.603 -4.812  0.60
10 H -0.869 -0.907 -1.184  0.41
11 H 3.531 -5.005 -4.616  0.32
12 H -0.078 1.745 5.151  0.35
13 C 1.602 -1.622 -3.234  0.25
14 O -4.024 4.734 -1.051  -0.55
15 C 0.818 0.142 1.591  -0.04
16 H -4.816 4.237 -1.306  0.30
17 O 1.644 -4.066 -5.901  -0.66
18 O -0.306 0.920 5.641  -0.71
19 H -1.469 -1.220 6.443  0.44
20 H 0.697 0.766 2.463  0.39
21 C -1.648 4.119 1.656  0.38
22 C 5.006 -0.373 -4.607  -0.96
23 C -1.439 0.418 5.071  0.46
24 C 2.032 -0.532 1.383  -1.21
25 N 3.703 -1.008 -4.409  -0.11
26 C -1.517 2.305 3.401  2.52
27 H -4.645 -1.152 3.560  0.46
28 C -2.275 4.703 0.563  -0.89
29 O -4.918 0.625 1.785  -0.70
30 C 2.201 -1.341 0.247  -0.31
31 C -3.948 2.983 0.581  -0.70
32 C -3.423 4.143 0.022  1.06
33 H -1.861 5.607 0.131  0.46
34 N 1.315 -2.502 -4.386  -0.16
35 C -3.905 1.127 2.271  0.65
36 C 1.333 -2.363 -1.907  -1.14
37 C 3.005 -4.292 -3.982  -1.00
38 O 3.299 -0.123 -2.396  -0.65
39 H -3.529 -2.237 5.475  0.39
40 C -3.233 0.486 3.423  -0.10
41 H 0.424 -2.957 -2.016  0.43
42 H 5.619 -0.505 -3.712  0.31
43 H 2.525 -4.832 -3.168  0.29
44 H 4.873 0.696 -4.781  0.30
45 C -3.337 2.366 1.690  -0.45
46 C -3.748 -0.701 3.976  -0.67
47 H 3.144 -1.842 0.082  0.36
48 H 0.855 -0.829 -3.279  0.39
49 O -0.490 2.801 3.876  -1.09
50 C -2.166 2.946 2.239  -0.47
51 H 3.720 -3.576 -3.584  0.36
52 C -0.229 0.008 0.661  0.00
53 H 2.151 -3.054 -1.709  0.38
54 C -0.061 -0.803 -0.475  -0.78
55 H -1.162 0.528 0.816  0.31
56 H 0.585 -2.195 -5.009  0.21
57 H 5.518 -0.820 -5.461  0.35
58 C 1.156 -1.479 -0.687  0.50
59 C -2.060 1.058 3.978  -0.09

(3)
Here is C26H25BN7O3S2Ti as an isolated structure at a distorted geometry from the OMol25 dataset. Energies are from ωB97M-V/def2-TZVPD.

Summary:
DFT total energy	-3285.72448	hartree
gap between HOMO and LUMO (alpha / beta)	5.2 / 6.6	eV
E_LUMO (alpha / beta)	0.0810 / 0.0708	Eh
2S+1	3
total charge	-1

Last column: Mulliken charge in e.
Atoms and positions in Å:
1 N 2.935 1.747 -2.553  0.28
2 C -0.819 2.117 -1.178  -0.02
3 H -2.680 0.229 -3.940  0.50
4 H 2.620 -0.119 -5.189  0.45
5 C 2.699 0.368 -4.230  -0.43
6 H -1.572 -3.732 -4.488  0.41
7 N 2.581 -0.339 -3.042  0.40
8 H 3.073 -2.286 -1.963  -0.09
9 H 2.268 3.245 -1.227  0.42
10 H -2.785 2.763 -3.859  0.41
11 C 1.233 -1.389 2.894  -0.16
12 C -0.781 -3.336 -3.871  -0.49
13 C 1.462 0.923 2.707  0.46
14 C -0.134 2.692 -0.049  0.97
15 H 0.750 -2.278 2.519  0.38
16 O -1.877 -1.605 1.772  -0.68
17 H 2.707 1.895 4.140  0.46
18 H 2.305 -2.372 4.454  0.41
19 C 1.063 2.102 1.908  0.56
20 C 2.913 1.663 -3.934  -0.52
21 C -1.552 2.849 -2.118  -0.83
22 S 0.523 -2.607 -0.286  -0.59
23 C -1.429 0.122 -2.241  -0.43
24 N 0.948 -0.240 2.251  0.59
25 C 0.407 -2.782 -4.187  -0.39
26 C 2.084 -1.428 3.975  -0.93
27 H -3.889 -0.292 0.889  0.30
28 C -1.975 -3.787 -1.676  -0.80
29 H -2.728 -4.204 -2.340  0.29
30 H -1.650 -4.537 -0.961  0.31
31 H -3.164 0.807 2.071  0.31
32 C 1.569 5.818 1.308  0.37
33 Ti 0.126 -0.146 0.384  -0.71
34 C 2.307 0.949 3.801  -0.82
35 C 0.281 -2.780 -1.977  -0.27
36 C 2.726 0.524 -2.009  -0.13
37 H 3.313 -0.239 5.271  0.43
38 H -1.383 -0.955 -2.255  0.03
39 N 0.263 1.755 0.858  0.57
40 H 3.064 2.523 -4.566  0.42
41 H -2.940 1.126 0.342  0.24
42 N -0.726 0.737 -1.239  1.27
43 H 3.079 -2.319 -3.997  -0.23
44 N 1.061 -2.439 -3.016  0.45
45 H 2.114 3.690 2.901  0.58
46 O 1.309 6.553 0.329  -0.75
47 H -2.394 -2.959 -1.110  0.27
48 C 0.235 4.027 0.126  -0.89
49 C 1.459 3.388 2.092  -0.82
50 N -0.847 -3.337 -2.488  0.31
51 H 3.414 3.766 -2.474  0.34
52 H 0.851 -2.598 -5.153  0.46
53 B 2.552 -1.907 -2.974  -0.14
54 H -1.600 3.927 -2.017  0.47
55 C 1.035 4.382 1.184  -0.38
56 C 2.634 -0.239 4.428  -0.50
57 C -3.018 0.338 1.093  -1.45
58 S 2.716 0.214 -0.323  -0.47
59 C -1.766 -0.531 1.173  1.43
60 C -2.215 2.205 -3.127  -0.89
61 O 2.301 6.005 2.305  -0.75
62 H -0.037 4.802 -0.582  0.49
63 C -2.153 0.788 -3.179  -0.75
64 C 3.157 2.967 -1.783  -1.01
65 H 3.965 2.816 -1.072  0.29

(4)
Here is C26H25BrCeN3O4S3 as an isolated structure at a distorted geometry from the OMol25 dataset. Energies are from ωB97M-V/def2-TZVPD.

Summary:
DFT total energy	-5714.56066	hartree
gap between HOMO and LUMO	5.5	eV
E_LUMO	-0.1833	Eh
total charge	+1

Last column: Mulliken charge in e.
Atoms and positions in Å:
1 C -3.454 -1.717 -5.408  -0.59
2 C 0.452 5.254 -1.578  -0.88
3 H 1.415 7.124 -1.157  0.39
4 H 3.198 -2.447 -3.370  0.56
5 O 1.900 0.724 -1.138  -0.50
6 C 0.779 1.407 3.840  -0.84
7 H 0.748 -5.058 -1.023  0.50
8 S 0.846 -2.440 3.916  -0.04
9 H -2.532 -0.918 4.578  0.45
10 H -2.380 -4.535 -3.883  0.41
11 C 2.832 -0.708 3.127  -0.58
12 H -0.780 3.269 -3.086  0.40
13 H 1.145 2.437 3.804  0.46
14 N 1.192 -1.757 -0.711  0.17
15 C 2.353 -1.488 4.337  -0.73
16 H -2.968 0.283 -4.776  0.40
17 S 1.714 0.627 2.459  0.22
18 C -2.623 -3.492 -4.034  -0.75
19 C -2.265 -2.567 -3.063  -0.09
20 H 0.816 4.418 2.133  0.33
21 C 0.697 4.699 1.108  -0.30
22 C -3.281 -3.076 -5.176  -0.37
23 H -0.149 -0.822 5.476  0.29
24 H -0.850 -2.450 5.576  0.49
25 H -1.888 -2.914 -2.103  0.35
26 C 0.702 -2.978 -0.509  0.15
27 Ce -0.037 0.391 0.093  0.38
28 H 2.364 -4.767 -2.808  0.44
29 H -1.254 1.322 4.686  0.62
30 H 2.974 -1.384 2.261  0.34
31 C 1.147 -4.077 -1.207  -0.45
32 C 2.241 -0.034 -2.107  0.48
33 H 1.151 0.970 4.788  0.42
34 C 0.104 3.737 0.260  0.79
35 S -1.423 0.023 2.711  0.20
36 Br -0.763 -3.318 0.777  -0.08
37 H 3.106 -2.247 4.664  0.43
38 O -1.948 -0.480 -0.985  -0.54
39 O 2.685 0.262 -3.206  -0.63
40 C 2.499 -2.599 -2.564  -0.70
41 C -0.735 1.360 3.704  -0.91
42 H 0.390 5.471 -2.647  0.38
43 H -3.654 -3.788 -5.893  0.40
44 C -1.680 -1.286 3.983  -0.74
45 C 2.062 -3.896 -2.239  -0.32
46 C -2.404 -1.188 -3.279  0.11
47 H 2.078 -0.846 5.206  0.31
48 N -0.925 1.751 -1.761  0.69
49 C -0.035 3.986 -1.132  0.53
50 C 1.136 5.935 0.650  -0.71
51 H -1.144 2.268 3.257  0.32
52 C -0.503 -1.676 4.873  -0.71
53 H 3.783 -0.156 3.340  0.42
54 O -0.289 2.550 0.799  -0.49
55 C -2.943 -0.783 -4.517  -0.31
56 C 2.036 -1.522 -1.792  0.31
57 H -2.058 -2.161 3.411  0.37
58 H -3.971 -1.397 -6.310  0.38
59 C 1.029 6.198 -0.725  -0.61
60 C -1.967 -0.184 -2.245  0.76
61 N -1.599 1.002 -2.678  -0.87
62 H 1.525 6.667 1.333  0.46
63 C -0.596 3.018 -2.037  -0.35